# C26H30BBr4F4N4O2PdSe2

C26H30BBr4F4N4O2PdSe2 as an isolated structure (ωB97M-V/def2-TZVPD, the Open Molecules 2025 dataset).

Calculated values
* HOMO energy (spin up / spin down): -10.70 / -10.60 eV
* charge: +1
* E_tot: -17029.36047 hartree
* gap between HOMO and LUMO (spin up / spin down): 0.1867 / 0.1829 Ha

Geometry (Å):
Pd 1.708 -0.693 0.805
Br -1.517 -6.533 3.559
C -0.569 -4.930 3.377
C 0.287 -4.478 4.461
Br 0.430 -5.514 6.012
C 0.985 -3.310 4.368
Br 2.124 -2.722 5.741
C 0.919 -2.499 3.182
O 1.532 -1.446 3.062
C 0.022 -2.967 2.062
O -0.083 -2.267 1.065
C -0.687 -4.202 2.232
Br -1.803 -4.736 0.819
F 5.702 -0.317 1.006
B 4.374 -0.456 0.843
F 3.608 0.610 1.476
F 3.833 -1.662 1.398
F 3.963 -0.437 -0.516
C 3.147 4.404 -2.334
C 3.202 3.104 -3.135
C 1.871 2.354 -3.172
C 1.476 1.849 -1.786
N 0.183 1.173 -1.800
C -0.032 -0.154 -1.726
Se 1.320 -1.447 -1.555
N -1.356 -0.388 -1.778
C -1.996 -1.694 -1.755
C -2.498 -2.115 -3.137
C -1.400 -2.149 -4.196
C -1.951 -2.566 -5.557
C -2.020 0.823 -1.862
C -3.373 1.138 -1.916
C -3.700 2.478 -1.978
C -2.716 3.476 -1.983
C -1.372 3.165 -1.933
C -1.040 1.817 -1.875
H 4.056 4.981 -2.496
H 3.071 4.217 -1.261
H 2.299 5.020 -2.644
H 3.975 2.452 -2.719
H 3.493 3.330 -4.163
H 1.954 1.499 -3.848
H 1.091 3.013 -3.563
H 1.401 2.679 -1.082
H 2.233 1.156 -1.423
H -2.824 -1.649 -1.044
H -1.266 -2.407 -1.380
H -3.294 -1.440 -3.463
H -2.933 -3.112 -3.031
H -0.615 -2.846 -3.887
H -0.943 -1.159 -4.288
H -2.398 -3.560 -5.511
H -1.160 -2.586 -6.307
H -2.718 -1.866 -5.892
H -4.135 0.370 -1.902
H -4.741 2.767 -2.024
H -3.020 4.513 -2.029
H -0.611 3.934 -1.939
C 1.928 1.904 4.033
N 0.595 1.373 4.258
C 0.046 1.103 5.484
C -1.150 0.506 5.272
N -1.316 0.413 3.910
C -2.475 -0.139 3.232
C -0.237 0.935 3.296
Se -0.022 1.121 1.455
H 2.200 2.556 4.859
H 1.948 2.464 3.103
H 2.645 1.087 3.967
H 0.546 1.347 6.404
H -1.887 0.155 5.972
H -3.102 -0.645 3.961
H -2.159 -0.846 2.467
H -3.049 0.652 2.752

Charges per atom according to Mulliken partitioning, unit e: atom 1 (Pd): 1.311, atom 2 (Br): -0.078, atom 3 (C): 0.375, atom 4 (C): 0.388, atom 5 (Br): -0.074, atom 6 (C): -0.238, atom 7 (Br): -0.065, atom 8 (C): 0.594, atom 9 (O): -0.240, atom 10 (C): -0.168, atom 11 (O): -0.010, atom 12 (C): -0.399, atom 13 (Br): -0.043, atom 14 (F): -0.254, atom 15 (B): 0.294, atom 16 (F): -0.367, atom 17 (F): -0.397, atom 18 (F): -0.320, atom 19 (C): -1.081, atom 20 (C): -0.574, atom 21 (C): -0.366, atom 22 (C): -0.929, atom 23 (N): 0.936, atom 24 (C): -0.490, atom 25 (Se): -0.263, atom 26 (N): 1.361, atom 27 (C): -1.098, atom 28 (C): -0.721, atom 29 (C): 0.132, atom 30 (C): -1.486, atom 31 (C): 0.330, atom 32 (C): -1.057, atom 33 (C): -0.838, atom 34 (C): -0.789, atom 35 (C): -0.776, atom 36 (C): 0.831, atom 37 (H): 0.410, atom 38 (H): 0.247, atom 39 (H): 0.260, atom 40 (H): 0.301, atom 41 (H): 0.387, atom 42 (H): 0.229, atom 43 (H): 0.372, atom 44 (H): 0.351, atom 45 (H): 0.185, atom 46 (H): 0.422, atom 47 (H): 0.215, atom 48 (H): 0.354, atom 49 (H): 0.485, atom 50 (H): 0.216, atom 51 (H): 0.104, atom 52 (H): 0.356, atom 53 (H): 0.401, atom 54 (H): 0.338, atom 55 (H): 0.455, atom 56 (H): 0.430, atom 57 (H): 0.450, atom 58 (H): 0.519, atom 59 (C): -0.921, atom 60 (N): 0.224, atom 61 (C): -0.503, atom 62 (C): -0.508, atom 63 (N): 0.366, atom 64 (C): -0.697, atom 65 (C): -0.224, atom 66 (Se): -0.422, atom 67 (H): 0.360, atom 68 (H): 0.330, atom 69 (H): 0.317, atom 70 (H): 0.512, atom 71 (H): 0.464, atom 72 (H): 0.281, atom 73 (H): 0.199, atom 74 (H): 0.306



# C26H30BF3O4

A 2-piece molecular cluster, C26H30BF3O4 overall (ωB97M-V/def2-TZVPD, the Open Molecules 2025 dataset).

Calculated values
* HOMO energy: -6.27 eV
* charge: 0
* E_tot: -1634.08243 hartree
* gap between HOMO and LUMO: 0.1179 Ha

Geometry (Å):
C -0.539 1.713 -3.549
O 0.062 1.903 -2.243
C -0.708 2.198 -1.228
C -0.540 3.435 -0.505
C -1.690 3.904 0.188
C -1.596 4.982 1.055
C -0.356 5.620 1.240
C 0.770 5.188 0.509
C 0.712 4.090 -0.349
H 0.277 1.739 -4.273
H -1.061 0.754 -3.602
H -1.268 2.506 -3.730
H -1.664 1.643 -1.121
H -2.633 3.372 0.048
H -2.471 5.292 1.640
H -0.271 6.444 1.950
H 1.731 5.687 0.676
H 1.589 3.711 -0.887
C 2.348 -5.525 0.813
C 1.215 -4.623 0.800
C -0.076 -4.831 1.185
C -0.758 -3.590 1.025
C 0.151 -2.687 0.526
B 0.094 -1.070 0.462
C -0.360 -1.189 -1.131
C -1.708 -1.292 -1.490
C -2.070 -1.457 -2.828
C -1.075 -1.460 -3.799
C -1.467 -1.562 -5.249
F -0.557 -0.969 -6.077
F -1.583 -2.861 -5.658
F -2.671 -0.963 -5.492
C 0.274 -1.356 -3.463
C 0.618 -1.177 -2.122
O -0.857 -0.783 1.522
C -0.227 0.198 2.342
C -0.754 1.514 1.842
C -0.577 0.083 3.812
C 1.330 0.014 2.043
C 2.125 1.301 2.139
C 1.988 -1.038 2.928
O 1.357 -0.438 0.687
O 1.360 -3.330 0.403
H 1.989 -6.473 1.224
H 2.724 -5.725 -0.192
H 3.159 -5.155 1.447
H -0.478 -5.756 1.573
H -1.812 -3.421 1.231
H -2.494 -1.256 -0.731
H -3.113 -1.591 -3.112
H 1.039 -1.391 -4.232
H 1.671 -1.039 -1.863
H -0.343 2.381 2.359
H -0.480 1.578 0.790
H -1.847 1.554 1.905
H -0.060 0.893 4.348
H -1.651 0.238 3.968
H -0.274 -0.879 4.242
H 1.910 1.790 3.095
H 3.196 1.074 2.130
H 1.894 1.982 1.314
H 2.109 -0.673 3.955
H 1.405 -1.964 2.968
H 2.991 -1.255 2.541

Charges per atom according to natural (NBO) partitioning, unit e: atom 1 (C): -0.265, atom 2 (O): -0.436, atom 3 (C): 0.525, atom 4 (C): -0.130, atom 5 (C): -0.132, atom 6 (C): -0.215, atom 7 (C): -0.122, atom 8 (C): -0.219, atom 9 (C): -0.142, atom 10 (H): 0.229, atom 11 (H): 0.244, atom 12 (H): 0.190, atom 13 (H): 0.221, atom 14 (H): 0.233, atom 15 (H): 0.237, atom 16 (H): 0.234, atom 17 (H): 0.236, atom 18 (H): 0.249, atom 19 (C): -0.643, atom 20 (C): 0.248, atom 21 (C): -0.327, atom 22 (C): -0.329, atom 23 (C): 0.086, atom 24 (B): 0.769, atom 25 (C): -0.194, atom 26 (C): -0.248, atom 27 (C): -0.208, atom 28 (C): -0.179, atom 29 (C): 0.970, atom 30 (F): -0.339, atom 31 (F): -0.331, atom 32 (F): -0.339, atom 33 (C): -0.213, atom 34 (C): -0.232, atom 35 (O): -0.716, atom 36 (C): 0.237, atom 37 (C): -0.604, atom 38 (C): -0.617, atom 39 (C): 0.255, atom 40 (C): -0.614, atom 41 (C): -0.642, atom 42 (O): -0.728, atom 43 (O): -0.435, atom 44 (H): 0.220, atom 45 (H): 0.213, atom 46 (H): 0.214, atom 47 (H): 0.209, atom 48 (H): 0.216, atom 49 (H): 0.219, atom 50 (H): 0.221, atom 51 (H): 0.223, atom 52 (H): 0.229, atom 53 (H): 0.198, atom 54 (H): 0.171, atom 55 (H): 0.211, atom 56 (H): 0.197, atom 57 (H): 0.209, atom 58 (H): 0.226, atom 59 (H): 0.199, atom 60 (H): 0.216, atom 61 (H): 0.195, atom 62 (H): 0.197, atom 63 (H): 0.233, atom 64 (H): 0.219



# C26H30BiIOP

C26H30BiIOP as an isolated structure (ωB97M-V/def2-TZVPD, the Open Molecules 2025 dataset).

Calculated values
* HOMO energy: -11.61 eV
* charge: +1
* E_tot: -1937.40827 hartree
* gap between HOMO and LUMO: 0.3112 Ha

Geometry (Å):
Bi -0.634 -0.222 0.213
C 1.803 -0.339 5.422
C 0.380 -0.788 5.345
C -0.194 -1.369 6.470
C -1.509 -1.795 6.478
C -2.292 -1.642 5.344
C -1.743 -1.075 4.210
C -0.414 -0.651 4.198
P 0.197 0.107 2.655
C 1.890 -0.517 2.374
C 1.870 -1.909 2.271
C 3.033 -2.625 2.088
C 4.237 -1.941 2.001
C 4.255 -0.560 2.075
C 3.091 0.184 2.252
C 3.155 1.678 2.296
C 0.004 1.903 2.796
C 0.040 2.518 4.047
C -0.124 3.884 4.154
C -0.371 4.634 3.014
C -0.467 4.016 1.780
C -0.277 2.642 1.643
C -0.374 2.036 0.278
H 2.075 -0.144 6.457
H 1.966 0.567 4.842
H 2.465 -1.117 5.041
H 0.415 -1.479 7.356
H -1.922 -2.242 7.368
H -3.322 -1.961 5.343
H -2.344 -0.957 3.322
H 0.917 -2.425 2.353
H 3.003 -3.701 2.018
H 5.159 -2.487 1.869
H 5.199 -0.039 2.015
H 4.178 2.023 2.170
H 2.794 2.053 3.251
H 2.541 2.106 1.506
H 0.179 1.922 4.934
H -0.070 4.363 5.118
H -0.498 5.703 3.082
H -0.700 4.601 0.902
H 0.524 2.276 -0.288
H -1.216 2.477 -0.251
C 3.734 0.775 -2.699
C 3.914 -0.714 -2.410
C 2.730 -1.032 -1.487
O 2.237 0.209 -0.980
C 3.101 1.256 -1.401
H 3.032 0.904 -3.522
H 4.663 1.290 -2.928
H 4.850 -0.888 -1.885
H 3.899 -1.318 -3.312
H 3.036 -1.667 -0.648
H 1.903 -1.519 -2.016
H 3.865 1.435 -0.633
H 2.501 2.159 -1.531
I -3.805 -1.928 0.928
C -2.894 -0.010 0.516
H -3.159 0.666 1.321
H -3.332 0.341 -0.412

Charges per atom according to natural (NBO) partitioning, unit e: atom 1 (Bi): 1.127, atom 2 (C): -0.641, atom 3 (C): 0.023, atom 4 (C): -0.197, atom 5 (C): -0.157, atom 6 (C): -0.209, atom 7 (C): -0.170, atom 8 (C): -0.386, atom 9 (P): 1.056, atom 10 (C): -0.381, atom 11 (C): -0.196, atom 12 (C): -0.216, atom 13 (C): -0.174, atom 14 (C): -0.204, atom 15 (C): 0.027, atom 16 (C): -0.640, atom 17 (C): -0.427, atom 18 (C): -0.116, atom 19 (C): -0.224, atom 20 (C): -0.158, atom 21 (C): -0.198, atom 22 (C): 0.000, atom 23 (C): -0.759, atom 24 (H): 0.236, atom 25 (H): 0.207, atom 26 (H): 0.239, atom 27 (H): 0.223, atom 28 (H): 0.230, atom 29 (H): 0.232, atom 30 (H): 0.219, atom 31 (H): 0.222, atom 32 (H): 0.233, atom 33 (H): 0.231, atom 34 (H): 0.224, atom 35 (H): 0.232, atom 36 (H): 0.227, atom 37 (H): 0.224, atom 38 (H): 0.216, atom 39 (H): 0.232, atom 40 (H): 0.231, atom 41 (H): 0.224, atom 42 (H): 0.245, atom 43 (H): 0.242, atom 44 (C): -0.427, atom 45 (C): -0.433, atom 46 (C): -0.074, atom 47 (O): -0.576, atom 48 (C): -0.064, atom 49 (H): 0.209, atom 50 (H): 0.229, atom 51 (H): 0.209, atom 52 (H): 0.230, atom 53 (H): 0.185, atom 54 (H): 0.179, atom 55 (H): 0.164, atom 56 (H): 0.187, atom 57 (I): 0.113, atom 58 (C): -0.934, atom 59 (H): 0.226, atom 60 (H): 0.230